{
  "formula": "C25H43F3P2Ru",
  "method": "ωB97M-V/def2-TZVPD",
  "species": ["Ru", "C", "C", "C", "C", "C", "C", "H", "H", "H", "C", "H", "H", "H", "C", "H", "H", "H", "C", "H", "H", "H", "C", "H", "H", "H", "C", "C", "C", "C", "C", "C", "C", "C", "H", "H", "H", "H", "H", "H", "H", "H", "H", "H", "H", "H", "P", "P", "C", "C", "H", "H", "H", "H", "C", "H", "H", "H", "C", "H", "H", "H", "C", "H", "H", "H", "C", "H", "H", "H", "F", "C", "F", "F"],
  "positions_angstrom": [[-0.736, 1.482, -1.784], [-0.386, -2.173, 2.820], [0.962, -2.320, 2.389], [0.940, -0.856, 4.163], [-0.397, -1.270, 3.914], [1.780, -1.504, 3.220], [-1.582, -2.822, 2.243], [-1.323, -3.394, 1.344], [-2.333, -2.064, 1.970], [-2.058, -3.514, 2.956], [-1.587, -0.882, 4.696], [-2.445, -0.698, 4.038], [-1.392, 0.023, 5.281], [-1.881, -1.671, 5.404], [1.376, 0.054, 5.242], [1.477, -0.462, 6.210], [0.644, 0.861, 5.380], [2.352, 0.499, 5.009], [3.249, -1.369, 3.141], [3.757, -1.907, 3.958], [3.541, -0.311, 3.212], [3.625, -1.767, 2.192], [1.445, -3.207, 1.313], [1.780, -4.178, 1.708], [2.299, -2.761, 0.788], [0.656, -3.409, 0.580], [-2.143, 1.076, -3.099], [-2.428, -0.342, -3.505], [-1.255, -1.177, -3.955], [0.041, -1.202, -3.132], [0.476, 0.104, -2.468], [0.645, 1.350, -3.199], [-0.044, 1.661, -4.493], [-1.575, 1.873, -4.295], [-0.975, -0.821, -4.958], [0.817, -1.558, -3.835], [-1.580, -2.223, -4.110], [-2.111, 1.589, -5.212], [-3.080, 1.544, -2.766], [-3.084, -0.227, -4.400], [-1.762, 2.944, -4.136], [0.416, 2.592, -4.870], [1.591, 1.857, -3.005], [0.154, 0.877, -5.237], [-0.015, -1.978, -2.353], [1.236, -0.078, -1.701], [-4.036, -1.738, -3.067], [3.217, 1.866, 1.022], [0.763, 2.791, -0.679], [2.249, 2.857, -0.315], [0.183, 3.246, 0.136], [0.635, 3.452, -1.574], [2.844, 2.790, -1.241], [2.432, 3.867, 0.107], [3.268, 3.067, 2.407], [3.006, 2.504, 3.319], [2.527, 3.867, 2.262], [4.284, 3.476, 2.509], [4.877, 2.051, 0.269], [4.983, 3.039, -0.199], [4.973, 1.261, -0.491], [5.641, 1.897, 1.042], [-5.100, -0.722, -1.976], [-5.744, -1.366, -1.362], [-5.731, -0.146, -2.659], [-4.499, -0.051, -1.351], [-3.077, -2.583, -1.757], [-2.157, -2.008, -1.599], [-2.806, -3.560, -2.184], [-3.598, -2.725, -0.802], [-2.202, -0.102, 0.215], [-1.832, 1.231, 0.051], [-3.006, 1.947, 0.041], [-1.185, 1.554, 1.215]],
  "forces_ev_per_a": [[-0.43, 0.11, 2.96], [-0.09, 0.03, -0.07], [0.05, -0.10, 0.11], [-0.05, -0.14, 0.08], [-0.01, -0.07, 0.21], [0.08, 0.00, 0.07], [-0.15, -0.19, -0.33], [-0.17, 0.16, 0.23], [0.20, -0.17, 0.07], [0.15, 0.22, -0.08], [-0.23, 0.35, 0.09], [0.14, -0.05, 0.12], [-0.12, -0.19, -0.11], [0.10, 0.05, -0.18], [0.16, 0.42, 0.06], [-0.08, 0.02, -0.28], [0.22, -0.16, 0.03], [-0.25, -0.10, 0.10], [0.34, 0.04, -0.19], [-0.22, 0.10, -0.13], [-0.07, -0.30, -0.05], [-0.02, 0.16, 0.28], [0.03, -0.07, -0.46], [-0.07, 0.22, 0.02], [-0.17, -0.10, 0.10], [0.19, 0.03, 0.14], [-2.19, 0.41, -0.59], [-2.89, -1.73, -1.07], [0.30, -0.46, -0.89], [-0.38, -0.23, 0.43], [1.34, -0.92, -1.81], [2.40, -0.92, -0.04], [0.04, 0.40, -0.59], [0.22, 0.26, -0.30], [-0.04, -0.18, 0.15], [-0.01, 0.33, 0.44], [0.18, 0.36, 0.00], [0.08, 0.11, 0.18], [0.01, 0.07, -0.13], [0.92, 0.50, -0.11], [0.00, -0.20, 0.01], [-0.32, -0.40, -0.08], [-0.20, 0.00, -0.17], [-0.04, 0.19, 0.13], [-0.08, 0.20, -0.10], [0.07, 0.15, -0.05], [2.04, 1.90, 0.98], [-1.12, -0.57, -0.93], [-0.10, 2.01, 0.56], [0.60, -0.17, -0.13], [-0.08, -0.51, -0.17], [-0.02, -0.29, 0.39], [-0.03, -0.10, 0.37], [-0.26, -0.14, -0.56], [-0.03, -0.05, 0.31], [0.15, 0.46, -0.19], [0.33, -0.15, 0.17], [-0.42, 0.06, 0.07], [-0.08, -0.03, -0.09], [0.20, -0.23, 0.14], [0.13, 0.33, 0.17], [-0.11, 0.08, -0.27], [-0.19, 0.27, -0.41], [0.17, 0.18, -0.16], [-0.13, 0.18, 0.37], [-0.25, -0.17, 0.00], [0.63, -0.90, 0.03], [-0.32, -0.32, 0.26], [0.08, 0.07, 0.50], [-0.01, 0.02, -0.29], [-0.14, 0.37, 0.28], [0.22, 0.04, -0.19], [0.25, -0.37, 0.44], [-0.49, -0.16, 0.15]],
  "e_tot_ev": -55919.8764,
  "de_lowest_kcal_mol": 112.6,
  "homo_lumo_gap_ev": [8.180, 4.731],
  "total_charge": 1,
  "multiplicity": 6
}

***

{
  "formula": "C50H59Br2CsN9O4",
  "method": "ωB97M-V/def2-TZVPD",
  "species": ["Cs", "C", "C", "C", "C", "C", "C", "C", "N", "N", "C", "C", "C", "C", "C", "C", "N", "C", "C", "C", "C", "C", "C", "N", "H", "H", "H", "H", "H", "H", "H", "H", "H", "H", "H", "H", "H", "H", "H", "H", "H", "H", "H", "H", "Br", "C", "Br", "H", "H", "C", "O", "C", "C", "C", "C", "C", "C", "N", "C", "N", "C", "C", "C", "C", "C", "C", "O", "C", "N", "C", "C", "C", "C", "C", "C", "O", "C", "H", "H", "H", "H", "H", "H", "H", "H", "H", "H", "H", "H", "H", "H", "H", "H", "H", "H", "H", "H", "H", "H", "C", "C", "C", "C", "N", "N", "C", "H", "H", "H", "H", "H", "H", "H", "H", "C", "C", "C", "O", "H", "H", "H", "H", "H", "H", "H"],
  "positions_angstrom": [[-0.261, -0.359, 0.383], [-3.445, -0.403, 2.620], [-3.151, -1.855, 2.967], [-2.850, -2.780, 1.808], [-3.071, -4.121, 2.051], [-3.082, -4.984, 0.936], [-2.557, -4.551, -0.230], [-1.870, -3.231, -0.248], [-2.466, -2.273, 0.634], [-2.322, 0.520, 2.499], [-2.895, 1.826, 2.237], [-1.944, 2.916, 1.849], [-2.059, 4.168, 2.443], [-1.285, 5.212, 1.970], [-0.424, 4.958, 0.910], [-0.354, 3.672, 0.411], [-1.101, 2.675, 0.851], [-1.519, 0.557, 3.708], [-0.348, 1.494, 3.617], [-0.183, 2.562, 4.493], [0.939, 3.364, 4.362], [1.859, 3.064, 3.369], [1.613, 1.979, 2.547], [0.543, 1.215, 2.672], [-4.143, -0.011, 3.387], [-3.962, -0.394, 1.661], [-4.042, -2.238, 3.473], [-2.335, -1.942, 3.688], [-3.402, -4.461, 3.022], [-3.569, -5.951, 1.012], [-2.649, -5.114, -1.151], [-1.859, -2.830, -1.276], [-3.482, 2.178, 3.111], [-3.582, 1.719, 1.392], [-2.762, 4.322, 3.251], [-1.365, 6.201, 2.397], [0.155, 5.749, 0.462], [0.320, 3.429, -0.397], [-1.105, -0.438, 3.861], [-2.134, 0.818, 4.592], [-0.910, 2.763, 5.268], [1.090, 4.209, 5.019], [2.752, 3.652, 3.247], [2.289, 1.698, 1.753], [-1.946, 2.262, -2.381], [-0.973, 1.101, -3.571], [-0.660, -0.679, -2.847], [-0.009, 1.567, -3.758], [-1.554, 0.992, -4.485], [7.177, 6.200, -2.251], [6.649, 4.989, -1.787], [6.876, 3.854, -2.544], [7.661, 3.798, -3.678], [7.804, 2.599, -4.369], [7.163, 1.462, -3.916], [6.383, 1.504, -2.773], [6.220, 2.695, -2.074], [5.488, 2.795, -0.913], [4.457, 1.860, -0.560], [4.936, 0.812, 0.108], [4.288, -0.291, 0.712], [2.908, -0.471, 0.643], [2.431, -1.600, 1.325], [3.257, -2.487, 1.989], [4.629, -2.273, 2.033], [5.154, -1.162, 1.400], [6.520, -0.835, 1.393], [7.389, -1.694, 2.072], [3.233, 2.044, -0.871], [2.760, 3.151, -1.520], [2.158, 3.009, -2.770], [1.606, 4.092, -3.428], [1.615, 5.341, -2.838], [2.193, 5.509, -1.586], [2.776, 4.440, -0.932], [3.423, 4.526, 0.284], [3.277, 5.690, 1.049], [6.830, 6.961, -1.552], [6.812, 6.440, -3.256], [8.274, 6.192, -2.256], [8.167, 4.678, -4.049], [8.409, 2.567, -5.264], [7.263, 0.531, -4.454], [5.880, 0.617, -2.418], [5.241, 3.751, -0.688], [5.934, 0.819, 0.267], [1.366, -1.797, 1.340], [2.852, -3.366, 2.481], [5.261, -2.971, 2.566], [7.305, -2.726, 1.711], [7.214, -1.683, 3.156], [8.401, -1.335, 1.876], [2.173, 2.024, -3.218], [1.178, 3.968, -4.413], [1.191, 6.191, -3.351], [2.201, 6.494, -1.142], [3.712, 5.461, 2.022], [2.226, 5.952, 1.188], [3.812, 6.537, 0.602], [-5.722, -3.229, -0.858], [-5.337, -1.958, -1.518], [-5.937, -1.264, -2.550], [-5.118, -0.143, -2.752], [-4.093, -0.165, -1.912], [-4.245, -1.259, -1.165], [-5.309, 0.939, -3.758], [-6.656, -3.600, -1.273], [-5.836, -3.077, 0.214], [-4.937, -3.972, -1.000], [-6.838, -1.516, -3.076], [-3.552, -1.534, -0.423], [-6.288, 0.847, -4.223], [-4.548, 0.871, -4.534], [-5.214, 1.914, -3.284], [0.342, -4.762, -1.626], [0.388, -4.355, -0.150], [0.146, -5.557, 0.775], [-0.436, -3.260, 0.163], [1.134, -5.476, -1.838], [0.476, -3.885, -2.256], [-0.614, -5.218, -1.864], [1.401, -3.978, 0.059], [-0.743, -6.101, 0.471], [-0.012, -5.191, 1.788], [1.004, -6.224, 0.759]],
  "forces_ev_per_a": [[-0.06, 0.75, -0.52], [-0.21, -0.21, 0.08], [-0.07, 0.20, -0.10], [-0.06, -0.09, 0.11], [0.01, -0.20, 0.23], [0.11, 0.00, -0.25], [-0.14, -0.02, -0.18], [0.17, -0.22, -0.15], [-0.23, -0.34, 0.36], [-0.04, 0.32, 0.18], [-0.22, 0.00, -0.03], [-0.16, 0.44, -0.13], [-0.02, 0.15, -0.09], [0.02, -0.17, -0.31], [-0.16, 0.29, 0.22], [0.11, 0.15, -0.20], [-0.32, -0.09, 0.12], [-0.03, -0.15, 0.20], [0.33, 0.16, 0.38], [0.06, -0.16, 0.07], [0.10, -0.16, -0.17], [-0.22, 0.20, 0.36], [0.25, 0.08, -0.07], [-0.06, -0.13, 0.59], [0.02, 0.02, -0.07], [-0.12, 0.10, -0.01], [0.12, 0.00, 0.02], [-0.03, 0.03, 0.03], [-0.07, 0.05, 0.06], [0.03, -0.07, -0.05], [0.00, -0.05, 0.01], [-0.05, -0.01, 0.19], [-0.03, -0.10, -0.12], [-0.09, -0.05, 0.07], [0.00, -0.04, 0.08], [-0.01, 0.07, 0.04], [0.14, 0.02, -0.04], [0.14, 0.02, -0.18], [-0.01, -0.03, 0.13], [0.00, -0.03, -0.04], [-0.12, -0.02, -0.03], [0.02, 0.06, 0.08], [0.18, 0.10, -0.11], [0.19, -0.12, -0.23], [0.25, 0.02, -0.16], [-0.07, -0.06, -0.08], [-0.09, 0.31, -0.92], [-0.14, -0.17, 0.07], [0.10, -0.05, 0.20], [0.10, 0.26, -0.09], [-0.06, -0.65, -0.10], [-0.13, 0.04, 0.16], [-0.02, 0.17, 0.04], [0.02, -0.12, -0.11], [0.11, 0.02, -0.13], [-0.11, 0.20, 0.09], [0.29, -0.07, -0.22], [-0.14, 0.44, 0.43], [-0.21, 0.48, -0.42], [0.91, -0.19, 0.23], [-0.54, -0.55, 0.18], [-0.18, 0.11, 0.01], [0.74, 0.01, 0.04], [-0.18, -0.24, 0.11], [0.34, -0.14, 0.16], [0.18, 0.25, -0.15], [-0.65, 0.05, -0.15], [0.21, -0.18, 0.13], [-0.10, -0.31, 0.30], [0.21, 0.30, -0.03], [0.12, 0.09, 0.07], [-0.07, 0.07, -0.14], [-0.06, 0.04, -0.06], [0.09, 0.19, 0.13], [0.10, -0.24, 0.01], [-0.15, -0.42, -0.35], [0.03, 0.23, 0.06], [0.05, 0.00, -0.08], [0.04, -0.02, 0.05], [-0.09, -0.02, -0.02], [-0.01, 0.09, 0.05], [0.04, 0.01, -0.03], [0.02, -0.08, -0.04], [-0.07, -0.10, 0.04], [-0.04, -0.15, 0.08], [-0.11, 0.22, -0.06], [0.31, -0.56, 0.28], [-0.04, -0.04, 0.06], [0.04, 0.04, -0.01], [0.01, 0.07, 0.03], [-0.04, -0.03, -0.10], [-0.07, -0.01, 0.02], [0.00, -0.07, 0.04], [-0.08, -0.04, -0.07], [-0.07, 0.06, 0.00], [0.04, 0.09, 0.09], [0.02, 0.10, -0.05], [0.01, 0.02, -0.01], [-0.05, -0.01, 0.03], [0.11, -0.06, 0.04], [-0.16, 0.01, -0.11], [0.05, -0.04, 0.14], [0.08, -0.24, 0.18], [0.19, 0.69, -0.14], [-0.43, -0.36, -0.13], [0.20, 0.02, 0.09], [-0.06, -0.01, 0.01], [-0.04, -0.13, 0.13], [-0.10, -0.08, 0.09], [-0.15, -0.11, -0.05], [-0.07, 0.19, -0.10], [-0.02, 0.07, -0.03], [0.03, 0.08, -0.15], [-0.05, 0.11, -0.07], [-0.06, 0.26, 0.32], [0.44, -0.49, -0.04], [0.05, 0.29, -0.20], [-0.39, 0.04, 0.03], [0.09, -0.07, -0.05], [0.08, 0.07, -0.12], [-0.09, -0.12, -0.11], [-0.19, -0.05, -0.06], [0.04, -0.13, 0.03], [0.02, -0.03, 0.12], [0.17, -0.09, 0.01]],
  "e_tot_ev": -215039.5168,
  "de_lowest_kcal_mol": 51.8,
  "homo_lumo_gap_ev": 5.185,
  "total_charge": -1
}